Entry 1:
Molecular formula: C62H94N4O16
Method: DFT, ωB97M-V/def2-TZVPD

```
176
Properties=species:S:1:pos:R:3:mulliken_charge:R:1
C -5.037 -4.135 -4.862 -0.929
N -4.312 -4.546 -3.603 0.774
O -3.965 -3.671 -2.819 -0.253
O -4.260 -5.725 -3.408 -0.526
H -5.993 -3.713 -4.552 0.320
H -5.242 -5.055 -5.408 0.410
H -4.509 -3.531 -5.600 0.238
C 3.084 -1.434 4.396 -0.314
N 4.229 -2.056 3.675 1.026
O 4.366 -3.249 3.904 -0.596
O 4.949 -1.417 2.984 -0.529
H 2.107 -1.908 4.297 0.234
H 3.084 -0.409 4.025 -0.192
H 3.281 -1.428 5.468 0.394
C 4.991 1.992 2.866 -0.456
N 4.853 2.193 4.368 0.974
O 5.619 2.920 4.938 -0.608
O 3.869 1.752 4.915 -0.541
H 5.326 0.964 2.730 0.175
H 5.721 2.735 2.543 0.368
H 3.940 1.965 2.579 0.023
C 1.823 5.400 1.499 -0.415
N 2.297 4.480 2.584 0.901
O 3.111 4.872 3.348 -0.554
O 1.753 3.370 2.666 -0.284
H 2.311 6.372 1.570 0.342
H 0.748 5.564 1.562 0.118
H 2.148 4.972 0.550 -0.026
C 6.061 5.994 -0.376 -0.680
O 5.877 4.747 -1.035 -0.452
C 4.614 4.169 -0.720 -0.248
C 4.531 2.601 -0.823 -0.008
O 5.355 1.928 0.132 -0.236
C 5.633 0.613 -0.287 -0.907
H 5.258 6.684 -0.637 0.290
H 7.032 6.371 -0.698 0.276
H 6.082 5.833 0.702 0.269
H 3.788 4.602 -1.284 0.246
H 4.362 4.440 0.305 0.045
H 4.774 2.356 -1.857 0.474
H 3.486 2.297 -0.762 -0.047
H 4.745 -0.003 -0.432 0.221
H 6.273 0.142 0.459 0.367
H 6.198 0.498 -1.212 0.463
C -1.834 -1.584 -0.835 -1.056
O -0.492 -1.621 -0.301 0.120
C 0.537 -1.455 -1.296 1.338
C 1.853 -1.151 -0.494 -0.848
O 1.867 0.080 0.195 0.505
C 1.094 0.018 1.376 0.988
H -2.138 -0.619 -1.240 0.068
H -2.554 -1.843 -0.058 0.189
H -1.990 -2.326 -1.618 0.215
H 0.228 -0.601 -1.899 -0.499
H 0.512 -2.352 -1.915 0.242
H 2.658 -1.131 -1.228 -0.018
H 2.147 -1.916 0.225 -0.023
H 0.079 0.364 1.182 -0.588
H 1.324 0.750 2.150 -0.455
H 1.090 -0.918 1.935 -0.152
C 0.558 1.107 5.608 -0.484
O -0.572 1.036 6.461 -0.448
C -0.409 1.836 7.652 -0.504
C -0.504 3.356 7.450 -0.453
O -1.706 3.955 6.975 -0.413
C -1.868 3.975 5.557 -0.446
H 1.478 0.673 5.999 0.298
H 0.657 2.105 5.182 0.262
H 0.358 0.463 4.751 0.097
H 0.555 1.472 8.007 0.382
H -1.042 1.547 8.492 0.382
H 0.360 3.505 6.802 0.283
H -0.323 3.768 8.443 0.328
H -0.936 4.262 5.071 0.054
H -2.480 4.809 5.212 0.344
H -2.200 3.025 5.139 0.309
C 0.966 -4.738 2.796 -0.900
O 0.322 -5.117 1.608 0.168
C 0.105 -6.566 1.489 -0.628
C -0.846 -6.884 0.302 -0.349
O -0.279 -6.397 -0.959 -0.479
C -0.480 -5.064 -1.413 -0.235
H 1.823 -5.357 3.062 0.389
H 0.375 -4.662 3.709 0.335
H 1.374 -3.735 2.670 -0.018
H -0.385 -6.909 2.401 0.416
H 1.062 -7.074 1.370 0.362
H -1.811 -6.405 0.469 0.041
H -0.919 -7.966 0.186 0.394
H 0.059 -4.312 -0.837 0.065
H -1.529 -4.783 -1.502 0.150
H -0.124 -4.880 -2.427 0.250
C 1.103 -2.980 -4.579 -0.335
C 1.935 -1.919 -4.294 -0.539
C 1.433 -0.636 -4.492 -0.612
C 0.111 -0.396 -4.876 0.275
C -0.713 -1.479 -5.066 0.146
C -0.225 -2.774 -4.933 -0.816
H 1.428 -4.010 -4.568 0.426
H 2.972 -2.003 -4.005 0.452
H 2.101 0.192 -4.309 0.348
H -0.263 0.615 -4.944 0.063
H -1.767 -1.362 -5.273 0.140
H -0.923 -3.583 -5.090 0.421
C -2.528 2.198 0.948 -0.639
C -3.812 2.508 0.683 0.286
C -4.402 3.703 1.110 -0.569
C -3.643 4.630 1.772 -0.906
C -2.291 4.311 2.033 -0.389
C -1.775 3.098 1.700 -0.511
H -2.091 1.261 0.634 0.506
H -4.432 1.856 0.085 0.255
H -5.431 3.921 0.869 0.450
H -4.036 5.616 1.971 0.420
H -1.681 5.095 2.459 0.469
H -0.785 2.754 1.960 0.638
C 5.379 -2.963 -0.619 -0.387
C 4.283 -3.604 0.002 -0.434
C 3.369 -4.374 -0.748 -0.412
C 3.594 -4.587 -2.106 -0.593
C 4.640 -3.917 -2.738 -0.477
C 5.518 -3.137 -2.007 -0.472
H 5.998 -2.288 -0.048 0.573
H 4.155 -3.552 1.073 0.535
H 2.652 -4.998 -0.235 0.350
H 2.920 -5.153 -2.732 0.507
H 4.663 -3.974 -3.816 0.422
H 6.284 -2.586 -2.532 0.372
C -6.721 1.607 -2.138 -0.531
C -5.823 0.745 -2.751 -0.782
C -5.288 -0.349 -2.084 -0.151
C -5.801 -0.710 -0.825 -0.435
C -6.708 0.166 -0.183 -0.332
C -7.226 1.279 -0.826 -0.580
H -7.130 2.482 -2.621 0.413
H -5.557 0.900 -3.786 0.439
H -4.586 -0.956 -2.636 0.758
H -5.431 -1.591 -0.322 0.368
H -6.989 0.052 0.853 0.380
H -7.871 1.971 -0.305 0.439
C -4.208 -4.185 0.751 -0.049
C -3.111 -4.121 1.550 -0.236
C -3.196 -4.148 2.922 -0.524
C -4.476 -4.283 3.511 -0.640
C -5.534 -4.430 2.680 -0.487
C -5.460 -4.352 1.283 -0.587
H -4.062 -4.107 -0.317 0.550
H -2.198 -4.026 0.981 0.622
H -2.302 -4.168 3.528 0.341
H -4.614 -4.463 4.567 0.382
H -6.494 -4.494 3.173 0.305
H -6.412 -4.386 0.775 0.428
C -1.572 3.654 -5.002 -0.386
C -2.031 2.880 -3.975 -0.690
C -2.692 1.660 -4.227 -0.359
C -2.890 1.257 -5.530 -0.234
C -2.360 2.005 -6.561 -0.617
C -1.688 3.191 -6.311 -0.576
H -1.051 4.564 -4.743 0.549
H -1.886 3.157 -2.941 0.564
H -3.004 1.026 -3.410 0.446
H -3.256 0.262 -5.739 0.598
H -2.319 1.462 -7.494 0.323
H -1.122 3.670 -7.096 0.377
C 0.162 3.488 -1.196 0.214
C 0.781 2.556 -2.005 1.125
C 1.412 2.995 -3.212 -0.367
C 1.415 4.342 -3.552 -0.892
C 0.830 5.271 -2.671 -0.865
C 0.158 4.817 -1.517 -0.030
H -0.345 3.155 -0.302 -0.400
H 0.647 1.520 -1.730 -0.359
H 1.842 2.367 -3.978 0.103
H 1.717 4.657 -4.540 0.459
H 0.688 6.288 -3.006 0.431
H -0.360 5.558 -0.926 0.408
```

Properties
* LUMO level: -0.15 eV
* total energy: -104520.2976 eV
* HOMO: -9.2 eV
* HOMO-LUMO gap: 9.051 eV
* charge: 0


Entry 2:
Molecular formula: C5H7O5Tb
Method: DFT, ωB97M-V/def2-TZVPD

```
18
Properties=species:S:1:pos:R:3:mulliken_charge:R:1
O 2.354 1.054 -0.207 -0.493
C 3.100 0.270 0.262 0.814
O 3.970 -0.460 0.463 -0.255
O -1.492 1.636 -1.065 -0.533
C -2.640 0.995 -1.274 0.091
C -3.039 -0.039 -0.278 -0.308
O -1.844 -0.784 0.064 -0.338
C -1.801 -1.434 1.332 -0.453
C -0.325 -1.683 1.641 -0.487
O 0.427 -0.533 1.423 -0.722
Tb -0.090 0.719 -0.048 1.326
H -3.119 1.053 -2.258 0.365
H -3.814 -0.714 -0.667 0.349
H -3.407 0.408 0.668 0.334
H -2.382 -2.369 1.305 0.333
H -2.241 -0.762 2.089 0.361
H 0.030 -2.518 1.003 0.281
H -0.260 -2.034 2.688 0.337
```

Properties
* LUMO level (spin up / spin down): -5.90 / -5.74 eV
* total energy: -37961.6204 eV
* energy above the lowest of the compared OMol25 structures with the same formula, charge and spin: 0.0 kcal per mole
* HOMO (spin up / spin down): -11.4 / -9.5 eV
* HOMO-LUMO gap (spin up / spin down): 5.523 / 3.754 eV
* charge: +1
* spin multiplicity: 8


Entry 3:
Molecular formula: C5H8O2
Method: DFT, ωB97M-V/def2-TZVPD

```
15
Properties=species:S:1:pos:R:3:mulliken_charge:R:1
O -0.907 1.253 -1.843 -0.506
C -0.320 0.116 -1.272 -0.430
C -0.781 -0.010 0.178 -0.043
C 0.014 -1.167 0.829 -0.630
C 1.097 -0.124 1.212 -0.580
C 0.056 0.964 1.029 0.385
O -0.058 2.115 1.345 -0.568
H -0.811 1.194 -2.799 0.318
H 0.814 0.164 -1.227 0.103
H -0.527 -0.793 -1.854 0.366
H -1.860 0.064 0.323 0.463
H -0.522 -1.671 1.638 0.299
H 0.373 -1.929 0.131 0.268
H 1.652 0.021 0.248 0.169
H 1.780 -0.198 2.060 0.386
```

Properties
* LUMO level: 0.79 eV
* total energy: -9408.1441 eV
* energy above the lowest of the compared OMol25 structures with the same formula, charge and spin: 38.9 kcal per mole
* HOMO: -9.3 eV
* HOMO-LUMO gap: 10.070 eV
* charge: 0
* structure (SMILES): O=C1CC[C@@H]1CO


Entry 4:
Molecular formula: C44H54F5IrN3O2SSe3
Method: DFT, ωB97M-V/def2-TZVPD

```
113
Properties=species:S:1:pos:R:3:mulliken_charge:R:1
Ir -1.235 0.365 -0.418 2.563
C 6.355 1.383 -0.338 -1.687
C 5.403 1.204 0.847 1.817
C 5.585 -0.211 1.476 -1.993
C 5.742 2.284 1.900 -1.685
C 3.964 1.366 0.360 -1.557
C 2.939 0.454 0.627 -0.397
C 1.672 0.654 0.078 0.407
N 0.587 -0.106 0.357 -0.035
C 0.661 -1.380 0.875 -1.451
C 1.283 -1.762 2.066 -0.288
C 1.315 -3.115 2.410 0.016
C 0.815 -4.060 1.484 -0.040
C 0.194 -3.724 0.274 -0.091
C 0.041 -2.354 -0.019 1.183
O -0.680 -1.792 -0.960 -1.182
C -0.245 -4.826 -0.686 1.834
C -1.308 -5.734 -0.017 -1.555
C 0.968 -5.687 -1.056 -1.800
C -0.817 -4.252 -1.994 -1.858
C 1.840 -3.554 3.784 1.935
C 0.941 -2.937 4.887 -1.586
C 1.837 -5.086 3.896 -2.205
C 3.272 -3.018 4.008 -1.667
C 1.478 1.654 -0.949 0.535
O 0.369 1.540 -1.638 -0.851
C 2.440 2.678 -1.116 0.000
C 3.630 2.500 -0.427 -0.098
C 2.201 3.901 -2.009 2.544
C 0.910 4.622 -1.584 -1.360
C 3.383 4.859 -1.903 -2.308
C 2.033 3.436 -3.470 -1.576
H 7.371 1.143 -0.011 0.442
H 6.372 2.362 -0.780 0.389
H 6.087 0.648 -1.097 0.398
H 6.650 -0.382 1.692 0.464
H 5.273 -0.999 0.773 0.421
H 5.030 -0.320 2.409 0.374
H 6.696 2.061 2.363 0.480
H 4.993 2.264 2.697 0.342
H 5.788 3.287 1.491 0.360
H 3.121 -0.411 1.269 0.532
H 1.712 -0.999 2.743 0.910
H 0.885 -5.129 1.741 0.511
H -0.960 -6.266 0.852 0.349
H -1.614 -6.519 -0.752 0.458
H -2.211 -5.189 0.275 0.161
H 1.340 -6.294 -0.216 0.341
H 1.792 -5.055 -1.356 0.404
H 0.749 -6.360 -1.870 0.482
H -1.694 -3.646 -1.801 0.003
H -1.081 -5.097 -2.651 0.562
H -0.108 -3.645 -2.550 0.409
H -0.124 -3.208 4.768 0.285
H 1.001 -1.841 4.898 0.312
H 1.226 -3.288 5.870 0.479
H 0.839 -5.528 3.853 0.414
H 2.242 -5.407 4.844 0.444
H 2.444 -5.545 3.126 0.469
H 3.320 -1.922 4.029 0.324
H 3.957 -3.325 3.222 0.369
H 3.673 -3.393 4.946 0.533
H 4.381 3.287 -0.516 0.569
H 0.979 5.004 -0.560 0.273
H -0.005 4.025 -1.664 -0.023
H 0.772 5.494 -2.229 0.557
H 3.529 5.191 -0.867 0.433
H 3.200 5.742 -2.500 0.444
H 4.317 4.417 -2.259 0.414
H 1.164 2.812 -3.607 0.257
H 2.947 2.904 -3.790 0.311
H 1.925 4.308 -4.115 0.496
C -5.086 -2.445 -2.902 -1.059
Se -3.984 -2.001 -1.308 0.380
C -5.419 -1.141 -0.252 -0.329
C -4.961 -0.895 1.164 -1.344
Se -2.994 -0.380 1.434 0.311
C -2.635 -2.123 2.385 -0.654
H -5.525 -1.525 -3.275 0.272
H -5.880 -3.125 -2.572 0.411
H -4.442 -2.909 -3.641 0.378
H -6.287 -1.810 -0.305 0.684
H -5.589 -0.209 -0.798 0.111
H -5.067 -1.785 1.798 0.550
H -5.457 -0.067 1.665 0.532
H -3.234 -2.092 3.278 0.550
H -1.592 -2.140 2.652 -0.214
H -2.886 -2.939 1.724 0.356
Se 0.036 2.883 1.426 0.350
N -1.396 2.116 0.451 -0.529
C -2.489 2.907 0.500 1.139
C -3.768 2.680 -0.048 0.319
C -4.718 3.703 0.022 -0.753
C -4.486 4.932 0.685 -0.904
C -3.279 5.161 1.308 -0.582
C -2.220 4.198 1.186 0.380
N -1.010 4.411 1.657 -0.815
H -4.005 1.695 -0.436 -0.164
H -5.693 3.550 -0.481 0.480
H -5.317 5.642 0.741 0.443
H -3.008 6.087 1.848 0.471
F -4.603 5.223 -4.472 -0.266
C -4.118 4.010 -4.130 0.343
C -4.962 3.014 -3.637 0.535
F -6.276 3.272 -3.496 -0.339
C -4.424 1.820 -3.162 -0.209
F -5.350 0.847 -2.758 -0.377
C -3.062 1.630 -3.037 -0.031
S -2.538 0.120 -2.100 -0.199
C -2.238 2.526 -3.720 0.196
F -0.923 2.264 -3.996 -0.368
C -2.764 3.734 -4.180 0.533
F -1.900 4.677 -4.634 -0.303
```

Properties
* LUMO level (spin up / spin down): -6.61 / -8.09 eV
* total energy: -278350.3999 eV
* energy above the lowest of the compared OMol25 structures with the same formula, charge and spin: 4.9 kcal per mole
* HOMO (spin up / spin down): -12.3 / -13.1 eV
* HOMO-LUMO gap (spin up / spin down): 5.677 / 5.000 eV
* charge: +2
* spin multiplicity: 6


Entry 5:
Molecular formula: H5NOSSi
Method: DFT, ωB97M-V/def2-TZVPD

```
9
Properties=species:S:1:pos:R:3:mulliken_charge:R:1
N 0.168 2.042 0.221 -0.561
O 0.469 -1.895 0.156 -0.519
Si -0.360 0.585 -0.792 0.485
S -1.877 -0.487 0.027 -0.419
H 1.119 1.822 0.546 0.247
H -0.483 2.464 0.858 0.254
H 0.448 -2.893 0.078 0.289
H 0.667 0.441 -1.877 -0.029
H -0.152 -2.078 0.783 0.254
```

Properties
* LUMO level: -0.26 eV
* total energy: -22331.0014 eV
* energy above the lowest of the compared OMol25 structures with the same formula, charge and spin: 74.3 kcal per mole
* HOMO: -8.7 eV
* HOMO-LUMO gap: 8.407 eV
* charge: 0
* structure (SMILES): N[SiH]=S.O